{
  "formula": "C5H6O2",
  "method": "ωB97M-V/def2-TZVPD",
  "elements": ["O", "C", "C", "C", "C", "C", "O", "H", "H", "H", "H", "H", "H"],
  "coordinates": [[1.141053, 1.212044, -2.445072], [0.782837, 1.329360, -1.302156], [1.419451, 0.547214, -0.155981], [0.453882, 0.084630, 0.804971], [-0.397541, -0.310629, 1.581644], [-1.419514, -1.237900, 1.049365], [-1.127956, -1.397861, -0.360186], [-0.036276, 2.015506, -1.011388], [2.025495, -0.259539, -0.584132], [2.070034, 1.190780, 0.442015], [-1.421873, -2.200316, 1.573186], [-2.420147, -0.802543, 1.095324], [-0.322495, -1.927898, -0.461888]],
  "forces_ev_per_a": [[-0.14, 0.03, 0.58], [0.15, 0.05, -0.30], [0.26, 0.10, 0.01], [0.40, 0.53, 0.94], [0.32, -0.10, -0.80], [-0.25, -0.24, -0.30], [-0.78, -0.86, -0.08], [0.06, -0.06, -0.03], [-0.05, 0.12, 0.17], [0.35, 0.31, -0.36], [-0.06, 0.14, -0.08], [0.11, -0.13, 0.03], [-0.36, 0.11, 0.23]],
  "lowdin_charge": [0.066, -0.241, -0.142, -0.059, 0.010, -0.255, -0.097, 0.133, 0.133, 0.135, 0.111, 0.115, 0.091],
  "energy_ev": -9373.3916,
  "multiplicity": 1,
  "de_lowest_kcal_mol": 85.4,
  "lumo_ev": 0.620,
  "total_charge": 0,
  "homo_lumo_gap_ev": 10.32
}

***

{
  "formula": "C5H6O2",
  "method": "ωB97M-V/def2-TZVPD",
  "elements": ["C", "C", "C", "O", "C", "C", "O", "H", "H", "H", "H", "H", "H"],
  "coordinates": [[-0.710708, 0.540369, -1.250825], [0.634265, -0.086221, -0.865619], [0.549430, -1.057920, 0.300755], [0.832764, -2.231998, 0.172106], [0.112067, -0.556893, 1.622730], [-0.211725, 0.699499, 1.879818], [-0.499210, 1.802149, 2.107371], [-1.077440, 1.248622, -0.500580], [-0.608783, 1.091633, -2.190421], [-1.476782, -0.228135, -1.394435], [1.358551, 0.703310, -0.623723], [1.038682, -0.662537, -1.702193], [0.058891, -1.261880, 2.445014]],
  "forces_ev_per_a": [[-0.09, 0.03, -0.01], [0.05, -0.03, -0.04], [0.05, -0.13, -0.04], [-0.11, 0.37, 0.04], [-0.03, 0.06, 0.04], [-0.17, 0.77, 0.09], [0.29, -1.03, -0.20], [0.05, -0.13, -0.11], [-0.01, -0.07, 0.14], [0.11, 0.09, 0.02], [-0.09, -0.12, 0.01], [-0.04, 0.09, 0.12], [-0.01, 0.10, -0.07]],
  "lowdin_charge": [-0.088, -0.174, -0.435, 0.071, -0.004, -0.164, 0.204, 0.061, 0.077, 0.086, 0.123, 0.115, 0.128],
  "energy_ev": -9376.4054,
  "multiplicity": 1,
  "de_lowest_kcal_mol": 15.9,
  "lumo_ev": 0.552,
  "total_charge": 0,
  "homo_lumo_gap_ev": 10.39
}

***

{
  "formula": "C5H6O2",
  "method": "ωB97M-V/def2-TZVPD",
  "elements": ["C", "C", "C", "O", "C", "C", "O", "H", "H", "H", "H", "H", "H"],
  "coordinates": [[2.772048, 0.507297, 0.221664], [1.744182, -0.078093, -0.011263], [0.492157, -0.740693, -0.225353], [0.540584, -2.039070, -0.637803], [-0.704325, -0.163476, -0.029852], [-1.030461, 1.274570, 0.166569], [-1.804028, -1.006880, -0.226947], [3.683407, 1.028335, 0.421044], [-0.387934, -2.221301, -0.881056], [-1.842872, 1.394744, 0.891084], [-1.380511, 1.685327, -0.789073], [-0.157643, 1.844209, 0.494648], [-1.924606, -1.484963, 0.606336]],
  "forces_ev_per_a": [[-0.41, -0.25, -0.13], [0.37, 0.30, 0.08], [-0.18, 0.39, 0.11], [-0.08, -0.11, 0.01], [0.27, 0.07, -0.12], [0.04, 0.05, 0.03], [-0.06, 0.01, 0.20], [-0.17, -0.13, -0.05], [0.37, -0.24, 0.01], [0.16, -0.02, -0.05], [0.02, 0.04, 0.17], [-0.12, -0.10, -0.07], [-0.21, -0.01, -0.18]],
  "lowdin_charge": [0.139, -0.054, -0.317, 0.054, -0.319, -0.020, 0.004, 0.031, 0.103, 0.084, 0.092, 0.080, 0.122],
  "energy_ev": -9374.5364,
  "multiplicity": 1,
  "de_lowest_kcal_mol": 59.0,
  "lumo_ev": 0.620,
  "total_charge": 0,
  "homo_lumo_gap_ev": 9.03
}